{
  "formula": "C5H8O",
  "method": "ωB97M-V/def2-TZVPD",
  "elements": ["O", "C", "C", "C", "C", "C", "H", "H", "H", "H", "H", "H", "H", "H"],
  "coordinates": [[-0.82948, 1.92298, 0.68531], [-0.19094, 0.93924, -0.05013], [-0.84492, 0.13859, -1.12019], [-0.50964, -0.50620, 0.19759], [0.72715, -1.38727, 0.33436], [1.76653, -0.31920, 0.37964], [-0.87510, 2.71986, 0.13290], [-1.89382, 0.35096, -1.28206], [-0.26990, -0.14578, -1.99320], [-1.33967, -0.70606, 0.84907], [0.62638, -1.98305, 1.21905], [0.86080, -2.04492, -0.51140], [1.85617, -0.05246, 1.43367], [0.91644, 1.07330, -0.27460]],
  "forces_ev_per_a": [[-0.171, 0.304, -0.297], [1.271, 0.214, -0.174], [-0.195, -0.169, -0.138], [0.034, -0.027, -0.142], [-0.195, 0.220, -0.432], [0.440, -0.456, -0.215], [-0.010, -0.266, 0.273], [0.021, -0.061, 0.000], [-0.030, 0.096, 0.002], [-0.162, -0.024, 0.202], [0.042, -0.349, 0.665], [-0.100, -0.230, -0.379], [-0.075, 0.422, 0.358], [-0.871, 0.325, 0.277]],
  "molar_mass_g_mol": 84.118,
  "gap_ev": 8.58,
  "e_tot_ev": -7356.702,
  "e_homo_ha": -0.305,
  "lumo_energy_ev": 0.292
}